Record 1
The following is a quantum chemistry calculation of a molecular structure, C4H11N3O4S2 in a non-equilibrium geometry, from the OMol25 dataset.

Geometry (Å):
C1 -1.1884 -1.3983 1.9859
C2 3.4620 1.5424 -1.3539
C3 -2.8741 -0.5846 -0.7483
C4 1.9278 1.8768 -1.4677
N1 -1.6455 -2.5872 1.8676
N2 -1.2509 -0.7948 3.2204
N3 -0.6753 -0.6151 0.9438
O1 -0.3164 0.4382 -1.1901
O2 -0.6798 -1.9374 -1.3488
O3 1.5815 -0.2348 0.1849
O4 0.3840 1.8683 0.6483
S1 -1.0288 -0.8233 -0.5298
S2 0.9579 0.9334 -0.2540
H1 3.3979 0.4434 -1.2961
H2 4.0586 1.7174 -2.3021
H3 4.0552 2.0044 -0.4768
H4 -3.4453 -1.4457 -1.2206
H5 -3.1118 -0.5777 0.2457
H6 -3.0793 0.2542 -1.3607
H7 1.6783 1.3592 -2.4359
H8 1.5964 2.8756 -1.4034
H9 -1.6646 -2.9033 0.9110
H10 -1.2884 -1.5030 3.9439
H11 -0.8508 0.0918 3.4368

Output
E_tot = -38653.4799 eV
HOMO-LUMO gap = 9.2256 eV
LUMO = 0.44 eV
energy relative to the best compared isomer or geometry (same formula, charge and spin) = 12.33 kcal per mole
spin multiplicity = 1

Record 2
The following is a quantum chemistry calculation of a single C15H18N4O3S molecule in a non-equilibrium geometry, from the OMol25 dataset.

Geometry (Å):
O1 2.8154 1.1515 1.8460
C1 2.8275 1.2977 0.5647
N1 3.6541 0.8649 -0.3967
C2 4.6588 -0.1044 -0.2172
C3 5.0364 -0.7082 0.9041
C4 6.0563 -1.4518 1.2013
C5 6.7196 -1.8739 0.1837
C6 6.3796 -1.2694 -1.3476
C7 5.2505 -0.4323 -1.4262
H1 5.0250 -0.1487 -2.3116
H2 6.8785 -1.3828 -2.0967
H3 7.5620 -2.3006 -0.0024
H4 6.4453 -1.9000 2.0081
H5 4.4918 -0.1478 1.9770
H6 3.3021 0.9887 -1.4654
C8 1.4690 2.1204 0.0803
N2 0.4107 1.1687 -0.2134
C9 0.2941 0.0147 -0.6815
N3 -0.7844 -0.2730 -0.9231
C10 -1.7150 0.6717 -0.2897
C11 -0.9647 1.6880 -0.1226
H7 -1.3237 2.7372 0.5216
S1 -3.4654 0.6482 -0.2851
O2 -4.0261 0.2181 -1.4613
O3 -3.9182 1.9416 -0.0176
N4 -3.5775 -0.6493 0.8025
C12 -3.4725 -2.1798 0.2392
H8 -2.6878 -1.7814 -0.5694
C13 -4.9455 -2.4615 -0.1696
H9 -5.0227 -3.5140 0.0089
H10 -4.9052 -2.1642 -1.4076
C14 -5.8925 -1.5199 0.3088
H11 -6.3046 -0.7884 -0.2634
H12 -6.6579 -2.1722 0.9450
C15 -5.0222 -0.7415 1.4024
H13 -4.8801 -0.9513 2.4174
H14 -5.2922 0.3614 1.3472
H15 -3.1373 -2.6372 1.3057
H16 1.1830 -0.4523 -1.0156
H17 1.7419 2.7485 -0.8898
H18 1.3570 2.8574 0.8310

Output
SMILES = O=C(Cn1cnc(S(=O)(=O)N2CCCC2)c1)Nc1ccccc1
E_tot = -38771.6196 eV
HOMO-LUMO gap = 9.1857 eV
LUMO = 0.28 eV
energy relative to the best compared isomer or geometry (same formula, charge and spin) = 349.79 kcal per mole
spin multiplicity = 1

Number 1: HOMO level -8.79 eV. Number 2: HOMO level -8.90 eV.